{
  "formula": "C3H8N2S",
  "method": "wB97M-V/def2-TZVPD",
  "lumo_ev": 0.9637,
  "homo_energy_ha": -0.331,
  "smiles": "C[C@@H](N)/C=N/S",
  "total_energy_ev": -17055.081,
  "molar_mass_g_mol": 104.18,
  "orbital_gap_ev": 9.96,
  "spin_multiplicity": 1,
  "de_lowest_ev": 1.649,
  "species": ["C", "C", "N", "C", "N", "S", "H", "H", "H", "H", "H", "H", "H", "H"],
  "xyz": [[-0.93486, 1.19039, -0.19587], [-0.65164, -0.19614, 0.33227], [-1.47848, -1.19000, -0.37344], [0.83737, -0.58449, 0.08219], [1.72359, 0.26315, 0.07743], [3.33129, -0.30255, -0.13759], [-0.24381, 1.95196, 0.21779], [-1.92018, 1.45556, 0.05418], [-0.85751, 1.23383, -1.26301], [-0.80395, -0.20231, 1.44103], [-2.45684, -0.83710, -0.29574], [-1.45287, -2.01548, 0.14098], [0.99134, -1.64436, -0.00261], [3.91655, 0.87753, -0.07764]],
  "forces_ev_per_angstrom": [[1.3, 0.3, 0.5], [1.4, -0.1, -0.1], [-1.1, 2.5, -0.4], [-3.3, -1.0, 0.7], [2.3, 1.8, -0.2], [-0.4, -0.5, 0.0], [-0.4, -0.6, -0.1], [-1.4, 0.5, 0.4], [0.2, -0.2, -0.7], [0.1, -0.1, -0.6], [0.9, -0.6, -0.3], [0.0, -1.9, 0.9], [0.3, -0.8, -0.2], [0.1, 0.5, 0.0]]
}



{
  "formula": "CH16F3Na3O11S",
  "method": "wB97M-V/def2-TZVPD",
  "lumo_ev": -8.2084,
  "homo_energy_ha": -0.545,
  "total_energy_ev": -56044.816,
  "molar_mass_g_mol": 362.16,
  "orbital_gap_ev": 6.63,
  "spin_multiplicity": 1,
  "charge": 2,
  "de_lowest_ev": 0.000,
  "species": ["Na", "Na", "Na", "C", "F", "F", "F", "S", "O", "O", "O", "O", "H", "H", "O", "H", "H", "O", "H", "H", "O", "H", "H", "O", "H", "H", "O", "H", "H", "O", "H", "H", "O", "H", "H"],
  "xyz": [[1.65491, -3.05117, -1.67050], [2.91579, -2.35920, 1.82279], [-0.44270, 0.62265, 3.82245], [-1.29252, -1.07568, 0.27255], [-1.46385, -1.74119, 1.42745], [-1.39005, -1.94579, -0.73967], [-2.15427, -0.11748, 0.12847], [0.41179, -0.37543, 0.26493], [0.45818, 0.53207, -0.82652], [0.51223, 0.34095, 1.54592], [1.32362, -1.53041, 0.12855], [2.27718, 2.80336, -0.72337], [1.52145, 2.19906, -0.76883], [3.05379, 2.26015, -0.56539], [0.94009, 0.92377, -3.85418], [1.77569, 0.46225, -3.75612], [0.45678, 0.75963, -3.03813], [-2.78146, -4.21271, 1.64052], [-3.69698, -4.09257, 1.36613], [-2.39916, -3.33390, 1.68097], [-0.65437, 3.48739, -1.12249], [-0.08134, 4.25883, -1.17265], [-0.57183, 3.17075, -0.21488], [-1.05382, -1.60345, 4.41773], [-1.52910, -2.19116, 5.02064], [-0.42450, -2.17854, 3.97363], [-2.93134, 0.87956, -2.51747], [-2.22863, 1.07111, -1.89121], [-2.68228, 0.05821, -2.95234], [-0.22863, 2.97456, 1.67340], [0.07688, 2.06291, 1.59232], [0.44002, 3.43181, 2.19682], [3.18644, -1.14467, -2.28133], [3.27364, -0.31051, -1.80568], [3.72833, -1.03517, -3.07449]],
  "forces_ev_per_angstrom": [[0.0, 0.5, -0.5], [-0.1, 0.3, -0.1], [-0.3, 0.1, -0.1], [0.8, -0.5, -0.6], [-0.1, 0.4, 0.0], [-0.1, 0.1, 0.2], [-0.3, 0.1, 0.4], [-0.1, 1.4, 0.4], [-0.1, -0.3, -0.9], [0.2, -1.6, 0.5], [0.2, -0.7, 0.8], [0.0, -0.2, 0.2], [0.1, 0.3, -0.2], [0.1, 0.1, 0.0], [-0.1, -0.2, -0.1], [0.0, 0.0, 0.0], [0.0, 0.2, 0.0], [0.2, -0.1, 0.0], [0.0, 0.0, 0.0], [-0.4, -0.2, 0.0], [0.0, -0.5, -0.1], [0.0, 0.0, 0.0], [0.0, 0.5, 0.0], [0.4, 0.2, -0.1], [-0.1, 0.2, 0.1], [-0.2, -0.2, 0.0], [-0.1, -0.2, 0.1], [0.1, 0.3, -0.2], [0.0, 0.1, -0.1], [-0.3, -0.3, 0.8], [0.3, 0.2, -0.3], [0.0, 0.2, -0.3], [-0.1, -0.3, 0.0], [-0.1, 0.0, -0.1], [0.0, -0.1, 0.0]]
}



{
  "formula": "C7H12ClN3O2",
  "method": "wB97M-V/def2-TZVPD",
  "lumo_ev": [-11.3750, -11.7536],
  "homo_energy_ha": [-0.697, -0.700],
  "total_energy_ev": -28514.127,
  "molar_mass_g_mol": 205.65,
  "orbital_gap_ev": [7.59, 7.28],
  "spin_multiplicity": 1,
  "charge": 2,
  "de_lowest_ev": 2.834,
  "species": ["C", "C", "C", "C", "C", "C", "C", "N", "N", "N", "O", "O", "Cl", "H", "H", "H", "H", "H", "H", "H", "H", "H", "H", "H", "H"],
  "xyz": [[0.06393, 1.94356, -0.04296], [-0.60161, 0.74713, -0.02750], [2.05272, 0.81572, 0.09000], [-0.49925, -0.63682, -2.46101], [0.44768, -0.32097, 2.41308], [-0.19658, -1.31930, -1.12617], [0.05394, -1.23527, 1.25666], [1.43265, 1.93246, -0.00573], [-2.05682, 0.71758, -0.04793], [0.02398, -0.54433, 0.06260], [-2.64561, 1.78169, -0.18638], [-2.57719, -0.40019, 0.00255], [3.58630, 0.29141, 0.07871], [-0.41438, 2.89871, 0.00952], [-0.11315, 0.39751, -2.34541], [0.02330, -1.04879, -3.30627], [-1.54013, -0.57104, -2.57022], [1.25896, 0.24046, 2.00035], [-0.20220, 0.40232, 2.93680], [0.75788, -1.05900, 3.24219], [0.74314, -1.91449, -1.31630], [-1.00209, -2.12407, -0.92455], [-0.92378, -1.67807, 1.59689], [0.45738, -2.18908, 1.05983], [1.87095, 2.87289, -0.38873]],
  "forces_ev_per_angstrom": [[-2.8, -2.6, 0.7], [1.4, 2.1, 1.0], [0.5, -0.7, 0.1], [1.4, 1.8, 1.8], [0.7, -2.4, 2.0], [0.8, -3.5, -2.1], [-2.0, 0.9, 2.5], [2.4, 1.9, -1.8], [-2.6, 0.1, -0.7], [-1.2, 2.0, -2.1], [1.2, -1.3, 0.4], [0.8, 1.3, 0.2], [-0.8, 0.4, -0.1], [-0.4, 0.3, -0.3], [-0.2, -0.3, -0.6], [-0.1, -0.5, -0.1], [-1.4, 0.1, -0.7], [1.2, 0.5, 0.4], [-0.5, -0.6, -0.9], [0.1, 1.5, -1.1], [-0.7, 0.3, 0.6], [1.2, 1.2, 0.1], [-0.4, 0.8, -0.8], [1.8, -1.0, 0.2], [-0.3, -2.1, 1.2]]
}



{
  "formula": "C4H12N3",
  "method": "wB97M-V/def2-TZVPD",
  "lumo_ev": -3.4687,
  "homo_energy_ha": -0.446,
  "total_energy_ev": -8803.356,
  "molar_mass_g_mol": 102.16,
  "orbital_gap_ev": 8.66,
  "spin_multiplicity": 1,
  "charge": 1,
  "de_lowest_ev": 4.378,
  "species": ["C", "C", "C", "C", "N", "N", "N", "H", "H", "H", "H", "H", "H", "H", "H", "H", "H", "H", "H"],
  "xyz": [[0.22641, 1.48767, 0.55472], [1.45707, 1.51716, 1.32746], [-2.26865, 1.61672, -0.10821], [-0.56886, -1.59184, -0.64453], [-0.88224, 1.54140, 0.20870], [0.79932, -1.10547, -0.78409], [1.78227, -2.03313, -0.49530], [1.43650, 2.36793, 2.07294], [0.95086, -0.74311, -1.74197], [2.25859, 1.71573, 0.62636], [-2.30954, 2.19703, -1.00475], [-2.62817, 2.12912, 0.75791], [-2.54882, 0.62298, -0.14527], [-0.78997, -1.76248, 0.44397], [-1.28555, -0.76917, -1.04866], [-0.85310, -2.64387, -1.05236], [1.61933, 0.49063, 1.69322], [1.91993, -2.79316, -1.08223], [1.68460, -2.24414, 0.42209]],
  "forces_ev_per_angstrom": [[-3.2, 0.2, 0.1], [0.3, 0.4, -0.3], [1.7, 1.4, 0.6], [-1.9, -0.5, 0.2], [4.2, -0.1, 0.9], [-1.0, 0.9, -1.7], [1.2, 2.3, -1.0], [-0.2, -1.2, -0.6], [-0.1, -0.4, 0.9], [0.3, 0.0, -0.1], [-0.7, 0.1, -0.6], [-1.1, 0.4, 0.2], [-1.3, -1.8, -0.4], [0.2, 0.6, -0.7], [1.1, -1.7, 0.5], [0.7, 1.8, -0.1], [-0.1, 0.6, 0.3], [-0.3, -1.7, -1.3], [0.1, -1.2, 3.2]]
}



{
  "formula": "C3H4FN",
  "method": "wB97M-V/def2-TZVPD",
  "lumo_ev": [0.0628, 0.0623],
  "homo_energy_ha": [-0.289, -0.289],
  "smiles": "C=N/C=C/F",
  "total_energy_ev": -7379.705,
  "molar_mass_g_mol": 73.07,
  "orbital_gap_ev": [7.93, 7.93],
  "spin_multiplicity": 1,
  "de_lowest_ev": 2.831,
  "species": ["C", "N", "C", "C", "F", "H", "H", "H", "H"],
  "xyz": [[-1.31636, 0.18768, 0.36633], [-0.16818, 0.33485, -0.23161], [0.99310, -0.24311, -0.19536], [2.27702, 0.56468, 0.14215], [3.38727, -0.21468, 0.21181], [-2.25059, 0.74196, -0.04321], [-1.70857, -0.64418, 1.03770], [1.22135, -1.28456, -0.41884], [2.16551, 1.57981, 0.51434]],
  "forces_ev_per_angstrom": [[-0.4, -0.7, -2.2], [-5.3, 1.5, 1.3], [8.3, 2.2, 2.1], [-6.2, -4.6, -1.8], [-0.3, 1.2, 0.3], [2.0, -0.2, 0.7], [1.4, 0.7, -0.4], [-0.5, 0.0, 0.0], [0.9, -0.2, 0.0]]
}



{
  "formula": "C19H14Co2NO6S",
  "method": "wB97M-V/def2-TZVPD",
  "lumo_ev": 2.0114,
  "homo_energy_ha": -0.094,
  "total_energy_ev": -119790.359,
  "molar_mass_g_mol": 502.25,
  "orbital_gap_ev": 4.57,
  "spin_multiplicity": 1,
  "charge": -1,
  "de_lowest_ev": 0.000,
  "species": ["C", "C", "N", "C", "C", "S", "H", "H", "H", "H", "H", "H", "H", "O", "C", "Co", "C", "O", "C", "O", "C", "C", "C", "C", "C", "C", "C", "C", "C", "Co", "C", "O", "C", "O", "C", "O", "H", "H", "H", "H", "H", "H", "H"],
  "xyz": [[0.03004, -0.44922, -3.98242], [-0.46040, 0.85503, -3.51945], [-0.01629, 1.46914, -2.40462], [-0.52350, 2.86400, -2.12066], [-1.46257, 3.17736, -3.26730], [-1.56131, 1.77334, -4.43121], [0.66538, -0.98267, -3.26957], [-0.84216, -1.07368, -4.21161], [0.58595, -0.31211, -4.91952], [-1.03901, 2.86886, -1.15316], [0.31978, 3.56182, -2.06122], [-2.48758, 3.35416, -2.92441], [-1.11655, 4.03725, -3.84950], [1.71676, -2.73369, -1.19401], [1.14394, -1.78828, -0.83479], [0.29561, -0.37271, -0.33049], [1.02048, 0.91749, -1.57188], [2.18010, 1.21979, -1.72028], [-1.40240, -0.30021, -0.68050], [-2.50323, -0.25427, -1.04809], [0.41789, -0.43980, 1.57762], [-0.06868, -1.63486, 2.25186], [-1.45006, -1.91518, 2.30419], [-1.89323, -3.15359, 2.75828], [-0.97236, -4.11096, 3.20085], [0.39309, -3.80183, 3.24202], [0.84427, -2.56215, 2.79187], [1.65442, 0.26175, 1.44116], [2.95082, 0.14747, 1.08338], [0.29199, 1.35862, 1.57450], [-1.39771, 1.71229, 1.12706], [-2.47275, 2.11887, 0.98673], [1.24309, 2.57233, 0.74466], [1.90616, 3.41152, 0.29909], [0.25821, 1.98024, 3.22020], [0.20705, 2.47334, 4.26435], [-2.15598, -1.15425, 1.95868], [-2.96367, -3.37075, 2.75124], [-1.31933, -5.09783, 3.50875], [1.11556, -4.52901, 3.61532], [1.90356, -2.30162, 2.81554], [3.57113, 1.04642, 1.05458], [3.39347, -0.84245, 0.92275]],
  "forces_ev_per_angstrom": [[0.0, -0.8, -0.4], [1.7, 1.9, 3.1], [-1.2, 1.1, -3.8], [0.2, -1.3, -0.1], [-0.8, 0.7, -0.6], [-0.5, 0.3, -0.1], [-0.2, 0.4, 0.0], [0.1, 0.0, 0.0], [-0.1, 0.0, 0.2], [0.2, -0.2, -0.3], [0.0, -0.4, -0.1], [0.3, 0.1, 0.0], [-0.2, -0.1, 0.2], [-0.6, 0.2, -0.2], [1.3, -0.3, 0.5], [-0.6, 1.5, -0.9], [1.3, -3.3, 1.8], [-0.6, 1.1, -1.1], [-1.1, -0.2, -0.1], [-0.2, -0.2, -0.3], [1.6, -2.5, -0.4], [0.2, 0.2, 0.7], [0.3, -0.3, 0.2], [0.2, 0.2, 0.0], [0.2, -0.1, 0.0], [-0.3, 0.1, -0.1], [-0.4, -0.1, -0.1], [2.2, -3.7, 0.3], [-0.4, 0.2, 1.2], [-2.5, 4.4, -0.2], [-1.2, 1.0, 0.7], [1.1, -0.7, -0.2], [0.6, 1.8, -0.4], [-0.6, -1.1, 0.4], [-0.1, 0.5, 1.5], [0.1, -0.6, -1.0], [0.2, -0.3, 0.0], [0.3, 0.0, 0.0], [0.1, 0.2, 0.0], [-0.2, 0.1, -0.1], [-0.3, -0.1, -0.1], [0.0, -0.4, -0.4], [0.0, 0.4, 0.1]]
}